Record 1
{
  "formula": "C15H21MnN5O2SSe3Te",
  "method": "wB97M-V/def2-TZVPD",
  "orbital_gap_ev": [6.675, 5.867],
  "multiplicity": 4,
  "charge": 2,
  "s2": 3.844,
  "symbols": ["H", "Se", "H", "C", "H", "H", "H", "O", "H", "C", "H", "H", "Se", "H", "H", "H", "Mn", "C", "O", "H", "H", "C", "C", "C", "C", "N", "C", "Se", "C", "H", "C", "S", "H", "C", "N", "H", "Te", "H", "C", "C", "H", "N", "C", "C", "H", "H", "N", "N", "H"],
  "coordinates": [[-5.1945, -1.5514, 2.7792], [-0.5680, -2.3642, 1.4969], [2.1105, -1.0263, 5.2123], [-0.4418, 3.9415, -1.0118], [4.3512, 2.3186, 3.7730], [0.0655, 4.3649, -1.8667], [-3.8214, 1.9855, 3.3562], [-1.3477, 0.1945, 2.7853], [-5.9508, 0.3710, 4.8461], [-1.8950, 4.1023, 0.8625], [-6.9465, -0.0918, 2.6273], [-4.5891, -0.6947, 1.5013], [0.8316, -3.5938, 0.1676], [0.3862, 1.9807, -1.3005], [1.2944, 0.5374, 5.2273], [-1.4569, 5.7581, -0.4440], [-0.6478, -0.0111, 0.7607], [-4.1093, 1.1270, 3.9666], [-2.7071, -0.1044, 1.1007], [-5.8929, 1.1206, 1.8737], [2.7212, 2.6508, 4.3546], [-1.2817, 4.7128, -0.2257], [2.0632, 0.5003, 2.3354], [-3.6746, -0.1868, 3.2928], [-5.6337, 1.0188, 4.0268], [-0.8646, 2.0129, 0.3370], [3.4081, 0.6414, 4.7602], [-0.8261, -0.6544, -1.5321], [-0.2579, 2.6082, -0.7040], [3.1258, 2.0823, 1.7659], [-1.6524, 2.7617, 1.1063], [1.6334, 0.1151, 0.6793], [-3.6424, 1.2387, 4.9410], [2.0597, -0.0560, 4.7243], [-4.8805, -0.6290, 2.4829], [-3.4432, -0.9559, 4.0256], [0.9635, -2.2846, -1.9176], [1.0936, -1.0690, 3.0750], [-2.5018, -0.0296, 2.3470], [3.3596, 1.8918, 3.9013], [-2.1019, 2.2950, 1.9678], [-3.4922, 5.2617, 2.5338], [-2.7906, 4.7800, 1.7618], [-5.9803, 0.3999, 2.6837], [-6.1155, 1.9852, 4.1584], [4.1813, -0.0347, 4.3912], [2.8326, 1.5504, 2.5696], [1.6713, -0.2763, 3.3246], [3.6614, 0.9105, 5.7841]]
}



Record 2
{
  "formula": "C5H15N2",
  "method": "wB97M-V/def2-TZVPD",
  "smiles": "CC[N@@H+](C)CCN",
  "orbital_gap_ev": 11.500,
  "charge": 1,
  "symbols": ["H", "H", "C", "C", "H", "H", "N", "H", "H", "H", "H", "C", "H", "H", "H", "C", "H", "C", "H", "H", "N", "H"],
  "coordinates": [[0.9272, 2.8161, -1.8468], [-0.8545, -2.1977, -1.2742], [-1.2501, -0.7667, 0.2670], [-0.0628, 1.1188, -0.9055], [0.7071, -0.4707, 0.0588], [-1.3786, -2.9345, 0.2049], [-0.0481, 0.1953, 0.3151], [1.3213, 2.8018, -0.2515], [1.9901, 1.4821, -1.3635], [-1.7379, -0.8687, 1.2295], [1.2467, -2.8316, -0.4241], [1.1382, 2.0894, -1.0542], [0.6368, -2.7503, 1.1723], [-1.9671, -0.3431, -0.4447], [-0.1719, 0.3833, -1.6991], [-0.7262, -2.1637, -0.1768], [-0.3706, 2.0832, 1.2270], [0.0806, 1.1283, 1.4632], [-0.3269, 0.6280, 2.3716], [-0.9783, 1.7290, -0.7959], [0.6433, -2.3644, 0.2339], [1.1817, 1.2360, 1.6930]]
}



Record 3
{
  "formula": "C5H10N2",
  "method": "wB97M-V/def2-TZVPD",
  "smiles": "C[C@H]1N[C@H]1C1=CN1.[H][H]",
  "orbital_gap_ev": 9.399,
  "symbols": ["C", "H", "C", "H", "H", "N", "C", "H", "H", "H", "C", "H", "H", "N", "H", "C", "H"],
  "coordinates": [[-0.9346, -0.3807, -0.6994], [-2.6258, -1.9055, -1.0786], [-1.7035, -1.3598, -0.9868], [-1.5306, -0.6610, 2.4236], [0.7424, 2.1600, 0.9703], [-0.2251, -1.6382, -1.1095], [-0.5546, 0.9717, -0.3239], [1.5820, -0.7355, 0.2472], [0.0262, -1.5464, -2.1031], [-1.3952, 1.6365, -0.1374], [0.7461, 1.2639, 0.3495], [2.7419, 0.5520, 0.6802], [1.5598, -0.0216, 1.8662], [0.5642, 1.5893, -1.0579], [-1.7172, -0.9950, 1.7856], [1.7120, 0.1967, 0.8039], [1.0121, 0.8734, -1.6300]]
}



Record 4
{
  "formula": "C2H2N2O2",
  "method": "wB97M-V/def2-TZVPD",
  "orbital_gap_ev": [9.324, 8.743],
  "symbols": ["C", "O", "H", "N", "C", "H", "O", "N"],
  "coordinates": [[-0.8907, -0.0571, -0.7470], [-1.1571, -0.5889, 0.4102], [-0.5922, 0.9795, -0.8363], [-0.4113, -0.4199, 1.4786], [1.4668, 0.1178, 0.2523], [-1.5001, -0.4606, -1.5352], [0.5830, 0.5199, 1.1880], [2.5016, -0.0908, -0.2107]]
}



Record 5
{
  "formula": "C35H67BrF13NO9",
  "method": "wB97M-V/def2-TZVPD",
  "smiles": "O=C(Br)COC(=O)NCCC(F)(F)C(F)(F)C(F)(F)C(F)(F)C(F)(F)C(F)(F)F.CCOCC.CCOCC.CCOCC.CCOCC.CCOCC.CCOCC",
  "orbital_gap_ev": 9.837,
  "symbols": ["C", "H", "H", "H", "O", "H", "C", "H", "H", "C", "F", "H", "H", "C", "H", "F", "F", "F", "C", "H", "O", "H", "C", "C", "C", "H", "H", "H", "H", "H", "H", "F", "C", "H", "H", "H", "H", "H", "C", "H", "H", "C", "H", "C", "H", "O", "N", "H", "H", "C", "H", "C", "O", "C", "H", "C", "H", "Br", "H", "C", "C", "H", "F", "H", "C", "H", "O", "H", "H", "F", "H", "H", "C", "H", "H", "C", "C", "H", "H", "C", "O", "F", "C", "O", "C", "H", "F", "H", "H", "H", "H", "C", "H", "C", "C", "H", "F", "H", "H", "F", "C", "H", "H", "O", "H", "C", "H", "H", "H", "H", "C", "O", "F", "F", "H", "H", "H", "H", "H", "C", "H", "H", "C", "C", "H", "C"],
  "coordinates": [[-0.0057, 4.6212, -4.0629], [-6.2324, 0.5765, -1.8313], [-1.8387, 1.3283, 1.6163], [-4.2001, -0.6092, 10.9102], [-4.1928, 0.3698, 7.6741], [-4.7622, 3.7012, 7.8033], [7.1823, -2.1128, 0.3644], [3.9096, -9.2470, -4.2778], [0.5015, 4.3068, -6.1617], [-0.4823, 3.1357, -4.0724], [-3.0975, 1.1975, -4.5151], [5.2213, 3.1849, -4.6156], [-0.8909, 1.5799, 4.2018], [-2.3280, 0.4238, -3.7491], [-7.9105, -0.5941, -0.9133], [-1.1763, 2.9406, -5.2136], [-0.4637, 0.3223, -5.2402], [-2.3471, 1.1529, -1.5256], [-4.9592, 1.5598, 7.6378], [-5.6471, 1.5502, 1.0143], [-2.7446, 3.4655, 3.2098], [4.5754, -7.1123, -4.0552], [3.1130, 4.0546, -5.4954], [-1.7296, 1.9080, 4.8201], [2.7806, 0.2115, 3.7488], [1.7198, 0.4688, 3.8525], [-7.1697, -2.9579, -0.4395], [3.3626, -4.1169, -0.9333], [2.0974, -7.1186, -4.4468], [1.9063, -5.7927, -3.3030], [-3.2418, 1.4578, 3.3394], [-0.8303, 3.2600, -1.7884], [2.7907, 0.4582, 1.3652], [-3.0675, -0.8794, 8.7621], [-5.4232, -0.9324, 9.6661], [4.0173, -1.5511, 3.5995], [1.9344, 6.3883, -4.5132], [0.9801, 0.5815, 0.2030], [2.5911, -6.2424, -4.0232], [1.1103, 1.8081, 1.4792], [2.3832, -1.7858, 2.9838], [-3.6385, 0.0338, 8.9318], [-5.1765, 1.9049, -1.3556], [1.6653, 5.9747, -5.4735], [-2.9054, 2.4271, 0.7466], [3.2868, 1.8450, -2.3255], [2.8204, 5.2741, -6.0929], [-3.7789, 2.5094, 4.6359], [8.0407, -2.3582, -0.2622], [4.5099, 3.3003, -3.8103], [-5.7842, -1.8819, -0.5952], [-2.9351, 2.2928, 3.9795], [-7.0936, 0.1757, 0.8275], [-5.9112, 0.7580, 0.3126], [6.5905, -0.3348, -0.6768], [3.1378, -8.6366, -2.3373], [2.6523, -1.7067, 4.7227], [4.6412, 0.3534, -4.2040], [-0.4349, 5.7159, -5.7989], [-1.4107, 2.7584, -2.9022], [-1.9147, 2.3326, 1.1936], [2.5271, 5.0211, -7.0262], [1.0363, 4.6815, -3.2147], [2.7645, -5.5353, -4.8349], [1.3097, 0.7655, 1.2262], [-2.9223, 0.7987, 9.2531], [3.0905, 2.9978, -6.1012], [-6.3191, -2.3831, 1.0074], [2.9854, -0.6030, 1.1721], [-2.1845, -0.9381, -5.6306], [3.2044, -2.3709, -1.2233], [-6.9305, 2.0244, -1.1112], [6.1630, -1.3055, -0.4226], [5.0002, -3.4562, -2.6167], [5.8661, -3.8996, -1.1554], [-4.6774, -0.2159, 10.0124], [-1.5914, 1.2402, -2.6344], [4.9866, 3.7884, -2.9713], [2.1077, -8.5220, -2.6934], [-6.6643, -2.1034, 0.0113], [3.4212, 4.1219, -4.1848], [-2.6050, 3.3364, -3.0247], [-7.6093, -0.9157, 0.0903], [3.7496, -7.3715, -2.1725], [0.3883, 5.1111, -5.4442], [-5.3222, 1.6392, 6.6126], [-3.1264, -0.4629, -3.1382], [-3.8739, 2.8189, 9.0416], [4.9553, -9.6461, -2.9169], [-0.7350, 3.2668, 2.7475], [5.2724, -1.1079, 0.1849], [-6.0738, 1.3502, -1.0776], [-8.5202, -1.2125, 0.6106], [-4.1668, 2.8074, 7.9902], [3.8594, -3.1508, -0.8318], [0.7024, 0.1432, 1.8870], [-0.8569, -1.4286, -3.9937], [3.0772, -9.0618, -1.3354], [4.0007, -2.9614, 0.2337], [-0.4249, 0.6514, -2.3530], [2.9694, -1.2965, 3.7635], [3.4745, -10.5777, -3.2099], [-1.6810, 4.3817, 1.7779], [3.3367, 0.8455, 2.6131], [6.7608, -3.0500, 0.7319], [5.1804, -3.1589, -1.5828], [-1.1643, 2.4199, 0.4151], [4.4132, -5.6925, -3.0390], [1.4657, 6.8171, -6.1210], [3.2944, 0.6483, 4.6054], [3.9153, -9.5810, -3.2389], [5.8013, -1.8908, -1.6575], [-0.9542, 5.4307, -3.5472], [0.6049, 2.3701, -4.0628], [-5.0875, 0.0347, 0.3296], [-5.8441, 1.4684, 8.2775], [-1.9875, 1.0899, 5.4942], [3.3484, 1.0200, 0.6157], [-3.2550, 2.8583, 7.3930], [-1.4031, -0.4205, -4.6659], [-5.2015, 0.7002, 10.2900], [-1.3890, 2.7593, 5.4119], [4.0117, 1.9624, -3.2857], [3.9055, -6.6049, -3.3520], [7.5275, -1.5443, 1.2284], [-1.7043, 3.4001, 2.2525]]
}



Record 6
{
  "formula": "C4H8NO",
  "method": "wB97M-V/def2-TZVPD",
  "orbital_gap_ev": [9.443, 8.598],
  "charge": 1,
  "symbols": ["H", "C", "N", "O", "C", "C", "H", "H", "H", "H", "H", "H", "H", "C"],
  "coordinates": [[0.9140, -1.2414, -0.8921], [0.1447, -0.8790, -0.2462], [-1.2177, -0.6964, -0.8730], [0.3412, 0.5499, 0.4074], [-1.0898, -1.4882, 0.3305], [1.6193, 0.9719, -0.2227], [2.1282, 0.0020, -0.1896], [-1.6393, 0.7192, 1.0705], [-1.0268, -1.1861, 1.2943], [-1.5574, 1.8653, -0.4485], [2.1304, 1.4559, 0.6246], [1.6091, 1.3439, -1.2318], [-1.3041, -2.5813, 0.1588], [-1.0517, 1.1642, 0.2178]]
}



Record 7
{
  "formula": "C32H48ClN6O4S2",
  "method": "wB97M-V/def2-TZVPD",
  "orbital_gap_ev": 6.891,
  "charge": 1,
  "symbols": ["H", "C", "H", "C", "C", "C", "C", "H", "O", "O", "H", "H", "H", "H", "C", "C", "H", "H", "H", "H", "S", "C", "H", "H", "H", "H", "H", "H", "H", "H", "C", "C", "H", "H", "H", "N", "H", "C", "N", "H", "C", "C", "C", "C", "H", "C", "H", "Cl", "H", "H", "C", "C", "H", "H", "H", "H", "C", "H", "S", "N", "C", "H", "N", "H", "C", "H", "O", "O", "H", "C", "C", "C", "N", "H", "C", "H", "C", "H", "C", "C", "H", "H", "H", "N", "C", "H", "H", "C", "C", "H", "H", "H", "C"],
  "coordinates": [[-0.9838, -0.2534, -1.7721], [-6.6989, 3.0940, 2.3288], [0.1150, -4.2131, 1.8674], [-2.8911, -1.5454, -4.9877], [-1.9161, -2.4909, -4.3125], [-3.4543, -1.5897, 0.9237], [-0.6460, -3.1712, -6.3410], [-2.1056, 3.0115, -1.6486], [-2.8702, 2.3578, -1.8040], [1.7162, -3.3380, -0.6845], [1.7015, -5.3647, 0.2319], [2.4726, 2.6993, 2.4214], [-2.3704, -3.4798, -4.1811], [-1.4964, -3.4802, -6.9382], [-7.2015, 1.5799, 1.9516], [2.7332, -0.4807, 5.9640], [0.7452, -4.7567, -8.1299], [-6.0489, 3.5988, 1.4755], [2.6417, 3.8188, 0.5582], [3.7390, -2.7064, 2.3463], [-1.9327, -2.6472, 0.4560], [1.0958, -3.7283, -8.0048], [-3.7999, -1.4416, -4.3873], [3.6833, 1.3743, 2.9960], [2.5081, -2.7360, -5.8133], [-4.4638, 2.2486, 0.6759], [2.6123, -2.9631, -0.9360], [2.4905, 2.5068, -0.7869], [-7.6809, 3.7626, 2.4047], [2.1869, -3.7070, -8.0577], [0.4269, 1.1744, 1.0291], [3.0971, -1.6952, 4.8788], [-2.8475, -0.5754, -1.6380], [0.7571, -1.9916, -3.6839], [-2.4449, -0.5546, -5.1171], [-0.6906, -2.6691, -5.0973], [7.5685, 5.6994, 0.0347], [-4.8095, -2.1812, 1.6315], [0.6404, -3.2297, -6.7138], [-6.2581, 4.2912, 4.2313], [1.4390, -2.7546, -5.6873], [-2.0138, 0.2604, -1.4922], [-5.9629, 0.5135, 1.6505], [1.1477, -3.6382, 1.7594], [2.1484, -2.2366, 4.4570], [-5.9444, 3.2313, 3.7828], [5.1722, 5.1072, 2.7355], [-8.4492, 0.9291, 3.1761], [2.2140, 0.3629, 5.3208], [-4.5415, -4.2143, 3.4137], [2.0149, -4.2449, 0.4723], [5.7481, 5.1308, 0.6881], [3.7948, -0.0333, 6.2758], [-6.3329, 2.4406, 4.5853], [3.7188, 5.1490, -1.1194], [-7.7885, 1.6728, 0.9173], [3.2760, 3.1072, -0.1597], [0.3072, 2.3485, 0.8926], [-4.9821, -4.0087, 2.0667], [4.7301, 5.2535, 1.8000], [4.2363, 4.0961, -1.0468], [4.2446, 6.1773, 1.8121], [-2.0911, 0.6532, -0.0171], [-7.0108, -1.5178, 2.4605], [-0.4891, -1.4770, 0.9002], [3.7445, -2.5404, 5.4186], [3.9570, -1.0738, 3.8582], [-2.3077, 1.3597, -2.4249], [4.2824, 1.0137, 0.2915], [-0.8084, 0.1365, 0.5959], [-3.3299, 0.0446, 0.6021], [-6.0121, -1.0974, 1.9662], [5.6517, 4.2473, -0.5355], [4.4671, -1.0606, 1.7855], [2.1928, -0.9776, 1.9138], [-1.6520, -2.1084, -3.3211], [4.0698, 2.0471, 0.8065], [1.8189, -3.7335, 2.7411], [0.9390, -2.0148, 1.5267], [1.8518, 0.6335, 1.6572], [-3.1786, -1.9136, -5.9774], [0.6791, -3.0969, -8.7944], [-4.7626, 3.2172, 3.6793], [6.9180, 5.8735, 0.8336], [3.6347, -1.5335, 2.4986], [3.1543, -4.1404, 0.7493], [2.0992, -0.8503, 6.8755], [-4.5808, 1.0980, 0.9521], [3.0231, 1.7056, 2.0652], [5.0363, 2.4767, 1.3236], [4.3270, 3.5898, -2.1241], [6.2790, 4.5607, -1.3089], [0.6002, -2.3980, -4.6688]]
}



Record 8
{
  "formula": "C17H18N5O3S4SbTa",
  "method": "wB97M-V/def2-TZVPD",
  "orbital_gap_ev": [7.232, 6.304],
  "multiplicity": 2,
  "charge": 2,
  "s2": 0.755,
  "symbols": ["H", "H", "C", "H", "N", "H", "H", "H", "C", "H", "C", "H", "S", "H", "C", "H", "Sb", "O", "H", "H", "C", "N", "C", "C", "C", "S", "C", "C", "N", "C", "C", "O", "N", "C", "H", "C", "C", "O", "N", "S", "H", "Ta", "S", "H", "H", "C", "H", "C", "H"],
  "coordinates": [[2.8055, -2.2924, 0.1800], [-1.6259, -0.0504, 1.9247], [-0.5798, 1.4421, -3.7381], [4.9811, -2.7992, 1.2016], [-1.2741, 1.1397, -1.2893], [4.4828, 0.2943, 4.1350], [-2.0446, 3.7583, -5.7502], [-0.8840, -4.9547, 1.5776], [-2.4793, 1.4144, 0.8258], [-0.2645, 2.5196, 1.6267], [2.9073, 0.0253, 2.6780], [0.1997, 0.6982, -3.7744], [-1.0839, -2.6492, 1.3945], [-2.5764, -4.4084, 1.7195], [-2.1979, 1.7942, -0.5844], [-0.3168, 2.0165, -5.7698], [0.8607, -2.1364, -3.2122], [-2.0154, -1.6988, 0.6986], [5.8198, -1.5408, 3.1321], [-3.3382, 0.7409, 0.8623], [-1.3066, 1.7031, -2.5825], [-2.8143, 2.7219, -1.3029], [4.1275, -0.2538, 3.2735], [2.4249, -0.6662, 1.5638], [-0.3702, 1.5420, 2.1023], [-1.3003, -1.8979, -2.1582], [4.3815, -1.9939, 1.6028], [-1.6455, -4.2932, 1.1680], [-1.2854, 0.6925, 1.3138], [-0.8695, 2.1975, -4.8583], [0.9219, 0.8056, 2.1298], [0.1622, -2.4724, 0.5714], [1.1735, -0.1288, 1.2257], [-2.5808, 3.4680, -3.7078], [-2.7062, 2.2868, 1.4415], [3.1640, -1.7098, 1.0159], [-2.2830, 2.7008, -2.5929], [-0.8978, -2.3323, 2.7741], [1.9135, 0.9484, 3.0046], [1.6255, -0.3190, -1.6713], [-0.7542, 1.6916, 3.1141], [-0.2803, -0.6060, -0.4286], [1.5718, -4.0063, -1.9210], [-3.5529, 3.3277, -0.9757], [1.9294, 1.5887, 3.7838], [4.8610, -1.2778, 2.7082], [-3.3415, 4.2360, -3.6862], [-1.8536, 3.1935, -4.8487], [-1.7904, -4.4596, 0.1027]]
}



Q: Which strongest force on any atom values were calculated for the entries above? A: 0.0053; 0.0638; 0.0075; 0.0344; 0.0473; 0.1059; 0.1169; 0.0105, in Eh/bohr.
Q: Which energy values were calculated for the entries above? A: -10029.540874; -308.752448; -305.834044; -337.152750; -5977.890467; -286.636671; -3132.996902; -3047.843299, in Ha.